A 3-piece molecular cluster, C22H33F2N4O2 overall at a distorted geometry, computed with ωB97M-V/def2-TZVPD.

Each line ends with the Löwdin charge.
CARTESIAN COORDINATES (ANGSTROEM)
C: -0.9130 -5.9345 0.2232  0.003
C: -1.2254 -5.5619 -0.9980  -0.179
C: -1.0268 -4.1521 -1.5013  -0.168
N: -0.8093 -3.2047 -0.3932  0.111
C: -1.8287 -2.3675 -0.1063  -0.366
N: -3.0317 -2.3972 -0.6951  0.057
C: -3.8940 -3.5509 -0.3500  -0.011
N: -1.5755 -1.4830 0.8130  0.078
O: -2.4638 -0.5225 1.1963  -0.075
C: -2.4714 -0.3163 2.6289  -0.113
C: -2.1167 1.1748 2.9237  -0.184
N: -1.2151 1.3502 4.0430  -0.068
C: -1.8615 1.2022 5.3488  -0.175
C: -1.0894 1.9035 6.5093  -0.420
C: -0.7928 0.8797 7.6122  -0.053
O: 0.0860 2.5498 6.0865  -0.029
H: -0.0104 -5.6083 0.7238  0.069
H: -1.5205 -6.6291 0.7835  0.067
H: -1.6168 -6.3296 -1.6539  0.111
H: -1.8004 -3.8708 -2.2076  0.124
H: -0.0961 -4.1712 -2.0750  0.132
H: 0.0288 -2.6673 -0.5985  0.146
H: -3.5093 -1.5069 -0.6500  0.145
H: -4.4009 -3.3699 0.5955  0.098
H: -3.3669 -4.4956 -0.3745  0.068
H: -4.6693 -3.6107 -1.1080  0.097
H: -0.6609 -1.4506 1.2525  0.181
H: -3.4509 -0.5206 3.0496  0.125
H: -1.7382 -0.9491 3.1273  0.122
H: -1.6379 1.5752 2.0308  0.119
H: -3.0306 1.7185 3.1240  0.117
H: -0.4303 0.7137 3.9759  0.111
H: -2.0523 0.1452 5.5819  0.110
H: -2.8351 1.6853 5.2703  0.117
H: -1.7403 2.6525 6.9478  0.135
H: -0.3908 -0.0241 7.1527  0.076
H: -1.7276 0.6450 8.1170  0.084
H: -0.0721 1.2560 8.3318  0.083
H: 0.7791 1.8821 6.0013  0.093
F: 1.0620 -0.4181 -0.3273  0.026
C: 0.6468 0.3881 -1.3487  -0.270
C: -0.7045 0.4983 -1.5886  -0.029
C: -1.1441 1.3114 -2.6230  -0.066
C: -0.2205 1.9933 -3.4023  -0.068
C: 1.1395 1.8654 -3.1448  -0.055
C: 1.5804 1.0593 -2.1056  0.000
H: -1.3973 -0.0501 -0.9713  0.076
H: -2.2031 1.4125 -2.8196  0.110
H: -0.5603 2.6252 -4.2117  0.110
H: 1.8582 2.3928 -3.7548  0.098
H: 2.6346 0.9523 -1.8852  0.125
F: 3.5811 1.1984 -5.0907  0.039
C: 4.4394 2.2410 -5.1522  -0.299
C: 4.1223 3.3242 -5.9465  -0.023
C: 5.0018 4.3957 -6.0034  -0.077
C: 6.1841 4.3651 -5.2767  -0.089
C: 6.4868 3.2644 -4.4871  -0.078
C: 5.6071 2.1939 -4.4181  -0.021
H: 3.1992 3.3247 -6.5120  0.118
H: 4.7642 5.2546 -6.6164  0.108
H: 6.8699 5.2003 -5.3266  0.105
H: 7.4099 3.2382 -3.9240  0.107
H: 5.8214 1.3297 -3.8027  0.116

Atoms 1-6, force components in eV/Å:
C 0.5 -0.5 1.3
C -0.6 0.3 -0.6
C 2.0 -1.4 -0.5
N -0.2 -0.1 -1.5
C 0.0 0.3 0.5
N -0.5 -0.5 -0.2

orbital gap	8.36	eV
total charge	+1


A 3-piece molecular cluster, C13H27BrNO7P overall at a distorted geometry, computed with ωB97M-V/def2-TZVPD.

Each line ends with the Löwdin charge.
CARTESIAN COORDINATES (ANGSTROEM)
C: 0.3356 -1.7430 1.9098  -0.147
C: 0.2280 -0.2078 2.1020  -0.662
Br: 1.9581 0.3689 2.9211  0.722
C: 0.0928 0.5979 0.7891  -0.255
N: -1.2683 0.6742 0.2388  0.069
C: -1.7215 -0.5243 -0.3609  -0.544
O: -1.6329 -0.6773 -1.5138  0.181
O: -2.3205 -1.5451 0.3732  -0.059
C: -3.7188 -1.3712 0.5199  -0.193
P: -4.1968 -0.4164 2.0425  0.485
O: -3.0425 0.2051 2.7002  -0.269
O: -4.8479 -1.4441 3.1149  -0.120
O: -5.3257 0.6612 1.6380  -0.107
H: 1.0956 -2.1730 2.5702  0.047
H: 0.5161 -1.9937 0.8518  0.083
H: -0.6169 -2.2314 2.1733  0.067
H: -0.5299 0.0485 2.8494  0.069
H: 0.8313 0.2677 0.0448  0.129
H: 0.3755 1.6337 1.0385  0.099
H: -1.9324 1.0480 0.9132  0.102
H: -4.1874 -0.9815 -0.4034  0.120
H: -4.1431 -2.3824 0.6423  0.116
H: -4.0851 -1.8914 3.5179  0.092
H: -5.0036 1.1783 0.8825  0.091
C: 7.1482 2.2910 2.8512  -0.176
C: 6.1377 2.9638 1.9348  -0.174
C: 4.8332 2.3291 2.3900  -0.250
O: 4.9869 2.0294 3.7819  -0.165
C: 6.3629 2.1736 4.1475  -0.206
H: 8.0776 2.8482 2.9663  0.111
H: 7.3918 1.2961 2.4691  0.114
H: 6.1189 4.0396 2.1289  0.114
H: 6.3364 2.8132 0.8741  0.112
H: 4.6414 1.3899 1.8617  0.088
H: 3.9736 2.9861 2.2514  0.109
H: 6.4589 3.0815 4.7531  0.117
H: 6.6715 1.3193 4.7518  0.116
C: -1.7501 -1.1209 -5.2057  -0.171
C: -3.0221 -0.5311 -5.7951  -0.175
C: -3.9099 -1.7604 -5.9172  -0.212
O: -3.5307 -2.6477 -4.8610  -0.144
C: -2.3031 -2.1860 -4.2749  -0.202
H: -1.1236 -0.3928 -4.6916  0.111
H: -1.1552 -1.5856 -5.9970  0.113
H: -3.4622 0.1805 -5.0911  0.112
H: -2.8711 -0.0199 -6.7457  0.110
H: -3.7452 -2.2765 -6.8696  0.115
H: -4.9717 -1.5232 -5.8305  0.113
H: -2.5333 -1.7705 -3.2923  0.086
H: -1.6205 -3.0275 -4.1453  0.120

Atoms 1-6, force components in eV/Å:
C -0.8 0.1 0.1
C 0.8 -0.7 -0.1
Br -0.4 0.1 -0.1
C 0.2 1.0 1.0
N -0.1 -0.7 0.3
C -0.3 0.9 1.2

orbital gap	9.28	eV
SMILES	C[C@@H](Br)CNC(=O)OCP(=O)(O)O.C1CCOC1.C1CCOC1
total charge	0


A 2-piece molecular cluster, C3H9N2O2 overall at a distorted geometry, computed with ωB97M-V/def2-TZVPD.

Each line ends with the Löwdin charge.
CARTESIAN COORDINATES (ANGSTROEM)
O: 3.0692 1.4094 0.0786  0.076
C: 2.6142 0.7979 1.0558  -0.160
C: 1.1751 0.3057 1.0406  -0.096
N: 0.6006 0.3081 -0.3227  0.203
H: 3.1216 0.5658 1.9578  0.125
H: 1.1982 -0.7211 1.4151  0.144
H: 0.6344 0.9502 1.7439  0.151
H: -0.4013 0.3657 -0.2740  0.071
H: 0.9862 1.0501 -0.8972  0.167
H: 0.7720 -0.5651 -0.7994  0.172
C: -2.2002 -1.3018 -1.1530  -0.386
N: -2.1566 -0.1086 -0.4695  0.074
O: -2.0694 -1.3964 -2.3513  0.066
H: -2.3770 -2.1863 -0.4649  0.153
H: -2.4533 0.6787 -1.0289  0.129
H: -2.5137 -0.1522 0.4691  0.111

Atoms 1-6, force components in eV/Å:
O -1.0 -1.7 2.6
C -0.1 1.7 -3.9
C 0.9 -0.3 0.5
N 1.1 0.1 0.5
H 1.0 0.0 1.0
H -0.3 0.1 0.1

orbital gap	10.66	eV
relative energy (zero: lowest compared OMol25 entry of this formula, charge and spin)	181.7	kJ/mol
total charge	+1


In the order shown, the computed E values come out to -1426.94124, -4008.37704, -379.43560 Eh.